<A>
Below is a 2-piece molecular cluster, C4H7N3 overall, with properties calculated with ωB97M-V/def2-TZVPD.

HOMO-LUMO gap (eV): 9.41

Cartesian coordinates (Å):
C -0.7394 -1.7689 1.6622
N -2.3967 0.7121 -1.0917
C -1.6308 -1.4034 0.9406
H 3.0159 0.8468 -0.3719
H 2.3728 -0.6564 0.3339
N -1.2346 1.1681 -0.9472
C 2.1456 0.3907 0.1098
N 0.9672 0.4937 -0.7332
H -2.9293 1.4131 -1.6178
C -0.1802 0.9766 -0.2884
H 1.0065 0.0179 -1.6281
H 1.9418 0.9132 1.0445
H -2.3829 -1.0175 0.2742
H 0.0440 -2.0862 2.3130

Atom charges from the Löwdin analysis, given in e for atoms 1 to 4: -0.0105, 0.0273, -0.0251, 0.0773

<B>
Below is an isolated molecule of C4H7N3, with properties calculated with ωB97M-V/def2-TZVPD.

SMILES string: [H]/N=C\N1CCC=N1
HOMO-LUMO gap (eV): 9.10

Cartesian coordinates (Å):
C -0.6582 1.6114 -0.7810
H 1.1236 -1.9125 1.3979
C 0.0696 -0.7454 -0.4893
H 0.4942 0.5318 2.8724
H -1.3239 -0.0706 -2.0020
H 1.1524 -0.9479 -0.6222
N -0.6344 1.4269 0.4824
H -0.6937 -1.6503 -0.2577
C 0.5362 -0.1606 2.0152
C -0.2585 0.3397 -1.6553
N 0.8907 -1.4253 2.3288
H 0.2414 0.3306 -2.7155
H -0.8538 2.4742 -1.3949
N -0.0854 0.1980 0.8213

Atom charges from the Löwdin analysis, given in e for atoms 1 to 4: -0.1428, 0.0245, -0.0926, 0.1082

<C>
Below is C4H7N3 as an isolated structure, with properties calculated with ωB97M-V/def2-TZVPD.

HOMO-LUMO gap (eV): 9.62

Cartesian coordinates (Å):
H 0.8324 -1.5495 -2.0272
N -0.8324 0.2452 4.0812
H -0.4547 2.1917 1.0287
C -0.2186 0.2231 1.5211
C -0.5317 0.1289 2.9614
C 0.0245 -0.8151 -2.1192
N -0.1797 1.4952 1.6849
H -0.1081 -1.5276 0.3413
H -0.9260 -1.3496 -2.2144
N -0.2119 -0.5204 0.3561
H -0.7867 0.8987 -1.0961
H 0.1912 -0.2728 -3.0590
H 0.9604 0.7119 -0.9127
C 0.0097 0.1607 -0.9395

Atom charges from the Löwdin analysis, given in e for atoms 1 to 4: 0.0749, 0.1104, 0.0630, -0.3551

<D>
Below is an isolated molecule of C4H7N3, with properties calculated with ωB97M-V/def2-TZVPD.

SMILES string: CCc1c[nH]nn1
HOMO-LUMO gap (eV): 10.50

Cartesian coordinates (Å):
N 1.0103 -0.3543 1.3149
N -0.1619 -2.1193 1.2602
H 1.6411 1.2384 -1.1102
C 0.5826 1.2887 -1.3854
H 0.3837 0.4754 -2.0954
N 1.0065 -1.5940 1.6514
H 0.4163 2.2349 -1.9155
H -0.0716 -3.0675 0.9185
H -1.9082 -1.3913 0.2224
H -1.3720 1.2488 -0.4653
H -0.1352 2.0747 0.5024
C -0.1462 -0.0580 0.6334
C -0.3263 1.2103 -0.1417
C -0.9191 -1.1868 0.6103

Atom charges from the Löwdin analysis, given in e for atoms 1 to 4: 0.0452, -0.0260, 0.0710, -0.1048

Relative energy table, unit kcal/mol: <A> 95.1; <B> 59.4; <C> 33.6; <D> 0.0